Here is a 2-piece molecular cluster, C4H6N2 overall in a non-equilibrium geometry from OMol25. Energies are from ωB97M-V/def2-TZVPD.

Geometry (Å):
C  0.937  1.233  -0.030
C  0.213  0.221  0.674
C  -1.183  0.104  0.592
C  -1.305  -1.026  -0.191
N  -0.112  -1.582  -0.530
N  0.742  -1.034  0.416
H  2.026  1.183  0.006
H  0.634  0.301  -1.220
H  0.489  2.231  -0.066
H  -1.934  0.842  0.845
H  -2.216  -1.397  -0.635
H  1.716  -1.104  0.131

Calculated values
- E_HOMO (eV) = -8.34
- gap between HOMO and LUMO (eV) = 8.816

Here is one molecule with the formula C19H27N5O3S from OMol25. Energies are from ωB97M-V/def2-TZVPD.

Geometry (Å):
C  1.211  2.235  -5.878
N  1.497  1.546  -4.631
C  0.652  1.761  -3.551
O  -0.311  2.501  -3.616
C  1.022  1.032  -2.362
C  0.286  1.115  -1.165
S  -1.103  2.140  -1.103
C  -1.664  1.846  0.608
C  -2.560  0.604  0.685
N  -3.273  0.415  1.926
C  -2.438  0.236  3.098
C  -3.326  -0.241  4.250
O  -4.355  0.682  4.519
C  -5.147  0.889  3.373
C  -4.305  1.398  2.201
N  0.660  0.435  -0.088
C  1.750  -0.315  -0.166
C  2.188  -1.020  1.084
C  2.908  -2.356  0.808
C  1.940  -3.433  1.294
C  1.276  -2.779  2.502
C  1.010  -1.355  2.019
N  2.508  -0.466  -1.244
C  2.145  0.199  -2.337
N  2.903  0.062  -3.460
C  4.061  -0.808  -3.421
C  2.609  0.726  -4.639
O  3.291  0.599  -5.630
H  1.045  1.508  -6.672
H  0.321  2.839  -5.721
H  2.056  2.866  -6.153
H  -0.778  1.742  1.230
H  -2.218  2.744  0.878
H  -3.304  0.655  -0.114
H  -1.941  -0.282  0.519
H  -1.680  -0.519  2.884
H  -1.939  1.172  3.400
H  -2.750  -0.335  5.172
H  -3.761  -1.216  3.986
H  -5.906  1.622  3.653
H  -5.635  -0.053  3.082
H  -4.935  1.513  1.317
H  -3.885  2.381  2.474
H  2.877  -0.328  1.580
H  3.155  -2.453  -0.246
H  3.833  -2.405  1.383
H  1.191  -3.639  0.528
H  2.446  -4.364  1.542
H  1.969  -2.770  3.345
H  0.364  -3.288  2.811
H  0.084  -1.324  1.445
H  0.924  -0.645  2.839
H  3.744  -1.841  -3.278
H  4.587  -0.706  -4.368
H  4.703  -0.519  -2.590

Calculated values
- E_HOMO (eV) = -8.42
- gap between HOMO and LUMO (eV) = 8.571

Here is one molecule with the formula C9H7BrF2 in a non-equilibrium geometry from OMol25. Energies are from ωB97M-V/def2-TZVPD.

Geometry (Å):
C  -2.674  -0.838  -0.612
C  -2.221  0.339  -0.016
C  -1.795  -1.898  -0.796
C  -0.902  0.453  0.400
C  -0.443  -1.746  -0.586
C  -0.006  -0.592  0.143
C  1.939  0.926  0.996
C  1.372  -0.363  0.498
C  2.453  2.226  0.075
F  1.496  2.557  -0.851
F  3.549  2.118  -0.634
Br  2.637  -1.595  -0.125
H  -3.795  -0.947  -0.666
H  -2.926  1.218  0.230
H  -2.092  -2.721  -1.303
H  -0.691  1.395  0.982
H  0.127  -2.568  -0.654
H  1.073  1.335  1.481
H  2.899  0.702  1.439

Calculated values
- E_HOMO (spin up / spin down) (eV) = -7.61 / -9.16
- gap between HOMO and LUMO (spin up / spin down) (eV) = 7.092 / 8.126

Here is one molecule with the formula C4H7O2P from OMol25. Energies are from ωB97M-V/def2-TZVPD.

Geometry (Å):
O  -2.026  -0.513  -2.537
C  -1.883  0.502  -1.918
C  -0.979  0.673  -0.718
C  -0.484  -0.638  -0.190
C  0.491  -0.825  0.690
P  1.492  0.432  1.543
O  2.425  -0.651  2.362
H  -2.423  1.430  -2.195
H  -1.530  1.222  0.052
H  -0.145  1.319  -1.013
H  -1.000  -1.497  -0.604
H  0.744  -1.827  1.019
H  2.375  0.617  0.451
H  2.943  -0.243  3.059

Calculated values
- E_HOMO (eV) = -8.89
- gap between HOMO and LUMO (eV) = 9.613

Here is C3H4N2OS as an isolated structure in a non-equilibrium geometry from OMol25. Energies are from ωB97M-V/def2-TZVPD.

Geometry (Å):
C  -0.505  -0.984  0.739
C  1.520  -0.297  -0.312
C  -0.351  1.199  -0.326
H  -2.316  -0.598  -0.605
H  0.137  -1.434  1.675
H  2.219  0.878  0.001
H  -1.441  1.304  0.011
N  -1.705  -1.024  0.590
N  0.113  -0.051  -0.254
O  1.847  -1.448  -0.460
S  0.480  2.455  -1.059

Calculated values
- E_HOMO (eV) = -9.03
- gap between HOMO and LUMO (eV) = 8.492

Here is C19H22AsCl5InN2OS4 as an isolated structure from OMol25. Energies are from ωB97M-V/def2-TZVPD.

Geometry (Å):
In  -0.417  -1.810  0.838
C  2.381  2.313  0.619
C  1.324  1.855  -0.360
C  1.652  0.894  -1.322
C  3.080  0.417  -1.429
C  0.675  0.392  -2.186
C  1.051  -0.647  -3.215
C  -0.642  0.863  -2.092
C  -1.695  0.337  -3.039
C  -0.965  1.832  -1.139
C  -2.383  2.339  -0.994
C  0.026  2.361  -0.305
C  -0.307  3.512  0.617
H  3.079  3.027  0.172
H  2.963  1.462  0.971
H  1.942  2.778  1.498
H  3.245  -0.451  -0.785
H  3.783  1.184  -1.115
H  3.332  0.132  -2.448
H  1.494  -0.186  -4.104
H  0.192  -1.233  -3.527
H  1.770  -1.356  -2.811
H  -2.105  -0.614  -2.686
H  -1.277  0.163  -4.029
H  -2.518  1.037  -3.158
H  -2.556  3.234  -1.599
H  -2.602  2.603  0.038
H  -3.112  1.590  -1.293
H  -0.674  3.177  1.590
H  -1.078  4.148  0.183
H  0.563  4.139  0.795
S  -2.900  -5.326  -0.902
As  -1.040  -4.834  -0.123
S  -0.239  -2.980  -1.243
S  -1.280  -3.853  1.923
S  0.492  -6.297  -0.085
Cl  0.955  0.366  3.234
C  -0.703  0.658  2.835
C  -1.299  -0.099  1.839
C  -2.636  0.154  1.560
Cl  -3.413  -0.810  0.354
C  -3.360  1.144  2.221
Cl  -5.004  1.449  1.809
C  -2.734  1.894  3.210
Cl  -3.599  3.140  4.030
C  -1.401  1.647  3.528
Cl  -0.622  2.584  4.749
N  3.193  -3.354  0.117
C  2.265  -3.071  1.067
N  1.904  -4.067  1.874
O  1.804  -1.899  1.167
H  3.291  -4.328  -0.129
H  3.167  -2.724  -0.669
H  1.840  -5.009  1.486
H  1.100  -3.875  2.461

Calculated values
- E_HOMO (eV) = -4.73
- gap between HOMO and LUMO (eV) = 6.784
- charge = -1

Here is a 2-piece molecular cluster, C6H9BrN2OS2 overall in a non-equilibrium geometry from OMol25. Energies are from ωB97M-V/def2-TZVPD.

Geometry (Å):
C  -3.751  -1.964  -0.120
C  -2.701  0.094  0.261
C  -3.894  -0.602  0.019
C  -1.615  -0.743  0.157
C  -1.530  2.012  0.716
C  1.849  -1.098  -1.166
N  1.941  -1.064  1.588
N  1.918  1.126  0.086
O  -2.710  1.439  0.211
S  -2.084  -2.387  0.147
S  1.351  -0.218  0.434
Br  -5.603  0.281  0.076
H  -4.441  -2.655  -0.368
H  -1.495  2.273  1.722
H  -1.574  3.084  0.210
H  -0.690  1.450  0.354
H  1.324  -1.985  -1.140
H  1.554  -0.357  -2.057
H  3.005  -0.987  -1.134
H  1.518  -1.843  2.011
H  2.292  1.636  0.867

Calculated values
- E_HOMO (spin up / spin down) (eV) = -8.13 / -8.14
- gap between HOMO and LUMO (spin up / spin down) (eV) = 5.622 / 5.627

Here is C3H5N2O as an isolated structure in a non-equilibrium geometry from OMol25. Energies are from ωB97M-V/def2-TZVPD.

Geometry (Å):
C  0.063  -0.163  0.039
C  0.257  1.849  0.083
C  -0.360  -1.506  -0.195
N  -0.077  0.914  -0.821
N  0.362  0.523  1.136
O  0.475  2.961  0.248
H  0.527  -2.248  -0.246
H  -0.764  -1.611  -1.226
H  -0.993  -1.814  0.788
H  0.006  0.913  -1.827
H  0.506  0.182  2.021

Calculated values
- E_HOMO (eV) = -16.49
- gap between HOMO and LUMO (eV) = 11.109
- charge = +1